Record 1
# C49H50CsGe2N11O2S3Sb

A molecular structure, C49H50CsGe2N11O2S3Sb in a non-equilibrium geometry (the ωB97M-V functional and the def2-TZVPD basis, the Open Molecules 2025 dataset).

ORCA input file:
```
! wB97M-V def2-TZVPD RIJCOSX def2/J DEFGRID3
* xyz -2 2
Cs -1.4758 -0.1050 0.2827
C -0.1613 2.6260 -4.2088
C -0.4719 2.4260 -2.9336
N -1.5300 1.5532 -2.5666
C -2.1095 0.6616 -3.6853
C -1.6027 1.0185 -5.0350
N -0.7552 1.9381 -5.2877
C -2.3346 -0.7954 -3.4182
C -3.1486 -1.4826 -4.2872
C -3.3734 -2.8815 -4.1019
C -2.7771 -3.4156 -2.9343
C -2.0027 -2.6298 -2.1101
N -1.7130 -1.3265 -2.3557
C -1.4746 -3.2211 -0.8684
C -2.1844 -4.2308 -0.2007
N -1.7452 -4.8097 0.9095
C -0.5994 -4.3464 1.4018
C 0.0874 -3.3201 0.7787
N -0.3297 -2.7650 -0.3530
C -4.1369 -3.6721 -5.0089
C -4.3757 -5.0589 -4.8205
C -5.1198 -5.7674 -5.7368
N -5.6725 -5.2484 -6.8494
C -5.4509 -3.9351 -7.0373
C -4.7211 -3.1317 -6.1887
H 0.6466 3.2909 -4.4812
H 0.0763 2.8685 -2.1090
H -1.9633 0.4267 -5.8711
H -3.6171 -0.9438 -5.1001
H -2.9120 -4.4561 -2.6817
H -3.1492 -4.5614 -0.5620
H -0.2436 -4.7872 2.3251
H 0.9889 -2.9176 1.2276
H -3.9770 -5.5862 -3.9642
H -5.2944 -6.8288 -5.5827
H -5.8926 -3.5088 -7.9339
H -4.6087 -2.0860 -6.4435
C 4.4763 -3.2354 2.4576
C 3.6178 -1.9664 2.3805
Ge 3.6031 -1.1582 0.5895
C 3.1959 -2.4605 -0.8345
C 4.4529 -2.9735 -1.5529
C 5.3003 -0.2394 0.2240
C 5.3102 0.9981 -0.2621
Ge 3.5230 1.7407 -0.7531
C 3.0581 1.1850 -2.5930
C 3.4372 2.1078 -3.7583
C 3.1839 3.6359 -0.3619
C 4.1473 4.6511 -0.9885
C 6.5487 1.7682 -0.4768
C 6.7180 2.5757 -1.6050
C 7.8923 3.2798 -1.8203
C 8.9281 3.2112 -0.8991
C 8.7668 2.4363 0.2408
C 7.5928 1.7264 0.4518
H 4.4603 -3.6556 3.4652
H 5.5199 -3.0325 2.1979
H 4.1096 -4.0040 1.7715
H 3.9755 -1.2049 3.0761
H 2.5849 -2.1745 2.6728
H 2.5141 -1.9745 -1.5331
H 2.6405 -3.2870 -0.3938
H 5.0134 -2.1512 -2.0051
H 4.1860 -3.6747 -2.3467
H 5.1295 -3.4887 -0.8634
H 6.2509 -0.7431 0.4219
H 1.9752 1.0497 -2.5705
H 3.4897 0.1908 -2.7306
H 3.0399 3.1170 -3.6135
H 3.0281 1.7237 -4.6953
H 4.5187 2.1903 -3.8834
H 3.1883 3.7167 0.7268
H 2.1532 3.8208 -0.6776
H 5.1630 4.5207 -0.6132
H 3.8281 5.6693 -0.7534
H 4.1832 4.5569 -2.0765
H 5.9084 2.6408 -2.3196
H 7.9982 3.8921 -2.7081
H 9.8449 3.7634 -1.0624
H 9.5603 2.3911 0.9779
H 7.4605 1.1433 1.3563
S 1.3276 0.7912 5.2962
Sb -0.1804 0.7092 3.5885
S -0.9740 -1.4399 3.4607
S 2.2044 0.5600 0.5816
N -3.7372 2.5796 -2.8577
C -2.8088 1.7560 -2.9959
H -4.5673 2.3365 -3.3874
N -6.2096 9.4685 -1.8874
C -5.4235 8.7243 -1.4991
C -4.4382 7.8094 -1.0114
C -3.3729 8.2673 -0.2374
C -2.4143 7.3904 0.2238
C -2.5002 6.0304 -0.0646
C -3.5682 5.5650 -0.8290
C -4.5179 6.4471 -1.2993
N -1.5188 5.1395 0.3745
C -0.5947 5.3173 1.4002
C 0.1090 4.1566 1.4606
N -0.3444 3.2773 0.4980
C -1.3204 3.8784 -0.1081
H -3.3005 9.3236 -0.0115
H -1.5826 7.7700 0.8020
H -3.6630 4.5077 -1.0460
H -5.3458 6.0812 -1.8935
H -0.5517 6.2046 2.0050
H 0.9013 3.8874 2.1423
H -1.9340 3.4410 -0.8823
O -3.8252 3.7464 1.6866
C -4.2046 2.6345 1.3407
C -5.5315 2.0305 1.8256
C -5.6126 0.7171 1.0552
C -4.2978 0.7041 0.2680
O -3.9795 -0.2405 -0.4580
N -3.5450 1.7987 0.4907
H -6.3402 2.7301 1.6131
H -5.4746 1.9038 2.9071
H -6.4463 0.6589 0.3550
H -5.6418 -0.1739 1.6834
*
```

The HOMO-LUMO gap (alpha / beta) is 3.9 / 6.2 eV. Its expectation value of S² is 0.774.

Löwdin population analysis, charges in e, atoms 1 to 2:
1 Cs 0.98
2 C -0.13



Record 2
# C31H60BFN2O17P2

6 unconnected molecules or ions with the total composition C31H60BFN2O17P2 in a non-equilibrium geometry (the ωB97M-V functional and the def2-TZVPD basis, the Open Molecules 2025 dataset).

ORCA input file:
```
! wB97M-V def2-TZVPD RIJCOSX def2/J DEFGRID3
* xyz 0 1
C 3.4639 1.0592 0.8601
C 3.8328 2.0552 -0.3426
C 2.6387 3.0197 -0.8127
C 1.2429 2.2879 -1.1058
C 1.4050 1.1281 -2.2199
O 1.0289 1.3616 -3.4020
N 1.9988 -0.2109 -1.9755
C 1.1477 -1.0799 -1.1820
O -0.0579 -1.2976 -1.3555
F 1.7877 -1.7915 -0.1028
C 0.4051 3.4931 -1.8486
O 0.7551 4.2455 -2.7838
N -0.9238 3.6965 -1.2449
C -1.2580 2.4211 -0.5376
P -2.6042 2.7803 0.7899
C -2.9981 1.0507 1.5101
O -3.9967 3.4667 0.0664
P -2.0140 1.2969 -1.8807
O -1.9503 2.0333 -3.4438
O -3.6826 0.9836 -1.6102
C 0.2024 2.0089 0.0817
B 0.4120 2.6997 1.5444
C 0.0247 1.7752 2.8539
O 0.8707 4.0415 1.8011
H 3.1629 1.7150 1.7674
H 4.3765 0.4596 1.1866
H 2.5438 0.4321 0.6144
H 4.6872 2.7314 0.0307
H 4.2447 1.4947 -1.2617
H 2.5863 3.8850 -0.0730
H 2.9748 3.4837 -1.8184
H 2.9695 -0.1650 -1.6214
H -1.0275 4.5633 -0.6770
H -2.0512 0.4203 1.2957
H -3.8543 0.5215 0.9731
H -3.1649 1.0846 2.6483
H -4.5011 4.0016 0.7221
H -2.2860 2.9685 -3.3838
H -4.1386 1.2526 -2.4491
H 0.0281 0.8978 0.3367
H 0.8894 1.6856 3.6069
H -0.9456 2.1712 3.3457
H -0.2412 0.7001 2.5155
H 0.3343 4.7181 1.3376
C -8.1987 3.4083 -4.3233
C -7.5732 3.8610 -3.0187
O -6.1494 3.6766 -3.0332
C -5.2766 4.5436 -3.5758
C -5.7900 5.6578 -4.4407
O -4.0861 4.3800 -3.4219
H -7.8296 3.9874 -5.1711
H -9.2860 3.5076 -4.2840
H -7.9478 2.3630 -4.5233
H -7.8296 4.8927 -2.7639
H -7.9531 3.2390 -2.2045
H -5.7182 5.3574 -5.4881
H -5.1690 6.5403 -4.2748
H -6.8124 5.9567 -4.2190
C -4.9145 -2.8093 -4.9595
C -5.6624 -2.1305 -6.0892
O -5.8876 -0.7431 -5.8001
C -4.9849 0.2326 -6.0134
C -3.5674 -0.1356 -6.3400
O -5.3017 1.3939 -5.8724
H -3.9277 -2.3699 -4.8057
H -4.7900 -3.8748 -5.1655
H -5.4607 -2.6943 -4.0191
H -5.1674 -2.2519 -7.0560
H -6.6505 -2.5861 -6.1896
H -2.9729 -0.1058 -5.4238
H -3.1735 0.5942 -7.0499
H -3.4568 -1.1101 -6.8115
C 2.2808 2.5637 9.1587
C 1.3856 3.0734 8.0474
O 1.6711 2.4097 6.8074
C 1.1712 1.2123 6.4549
C 0.4682 0.3775 7.4863
O 1.3506 0.7876 5.3347
H 2.1287 1.4993 9.3450
H 2.0907 3.1076 10.0865
H 3.3326 2.6889 8.8867
H 0.3233 2.9993 8.2937
H 1.5899 4.1336 7.8806
H 1.1727 -0.3480 7.8984
H -0.3539 -0.1530 7.0018
H 0.0258 0.9530 8.2967
C 5.2145 -5.1842 -0.7979
C 4.4724 -4.5207 -1.9395
O 4.2407 -3.1291 -1.6669
C 5.1364 -2.1558 -1.8837
C 6.5575 -2.5211 -2.1982
O 4.8102 -0.9933 -1.7564
H 6.1992 -4.7396 -0.6424
H 5.3438 -6.2511 -0.9905
H 4.6621 -5.0608 0.1375
H 4.9738 -4.6511 -2.9020
H 3.4867 -4.9806 -2.0411
H 7.1478 -2.4794 -1.2804
H 6.9518 -1.7971 -2.9142
H 6.6722 -3.5001 -2.6581
C 5.1212 -6.2204 5.2590
C 4.2471 -5.7100 4.1314
O 4.5550 -6.3742 2.8966
C 4.0604 -7.5721 2.5345
C 3.3377 -8.4062 3.5528
O 4.2602 -7.9964 1.4183
H 4.9647 -7.2847 5.4426
H 4.9143 -5.6763 6.1832
H 6.1780 -6.0961 5.0067
H 3.1805 -5.7832 4.3579
H 4.4553 -4.6499 3.9684
H 4.0339 -9.1323 3.9779
H 2.5243 -8.9360 3.0532
H 2.8809 -7.8304 4.3549
*
```

The HOMO-LUMO gap is 7.4 eV. Its SMILES is CCC[C@]1(C(=O)NC(=O)F)C(=O)N[C@@](P(C)O)(P(O)O)[C@@H]1B(C)O.CCOC(C)=O.CCOC(C)=O.CCOC(C)=O.CCOC(C)=O.CCOC(C)=O.

Löwdin population analysis, charges in e, atoms 1 to 2:
1 C -0.09
2 C -0.22



Record 3
# C18H29O2SiW

A molecular structure, C18H29O2SiW in a non-equilibrium geometry (the ωB97M-V functional and the def2-TZVPD basis, the Open Molecules 2025 dataset).

ORCA input file:
```
! wB97M-V def2-TZVPD RIJCOSX def2/J DEFGRID3
* xyz -1 3
W -0.2689 0.4185 0.2455
C -0.8567 2.2577 -1.2048
C -0.0325 1.4414 -2.0182
C -0.6621 0.1528 -2.2085
H 0.9037 1.7299 -2.4739
C -1.9159 0.1958 -1.4462
C -2.0383 1.4487 -0.8206
H -2.8509 1.8119 -0.2565
H -0.7063 3.2693 -0.9765
H -0.3409 -0.6568 -2.8948
H -2.6569 -0.6096 -1.4948
C 0.0744 -0.5021 2.4276
C -1.2070 0.1321 2.3774
C -2.0017 -0.6001 1.4357
H -1.5614 0.9525 3.0102
C -1.2158 -1.6407 0.9049
C 0.0732 -1.5827 1.4969
H 0.8878 -2.3035 1.3433
H 0.8793 -0.2398 3.1002
H -3.0987 -0.4043 1.2402
H -1.5767 -2.4663 0.2377
O 1.8240 -0.8968 -1.0024
C 0.3323 -4.0523 -2.2541
C 1.4817 -3.2823 -2.6963
C -0.9932 -3.5304 -2.5796
C 0.5644 -4.6756 -0.8950
C 2.1322 -1.7107 -1.9794
H 1.4194 -3.0242 -3.7736
H 2.4015 -3.8784 -2.7429
H 3.1300 -2.0573 -1.7455
H 2.1948 -1.1403 -2.9294
H -1.6623 -4.2922 -3.0387
H -0.9474 -2.7039 -3.3148
H -1.5693 -3.1046 -1.7842
H 0.6624 -5.7706 -0.9759
H -0.1417 -4.4901 -0.1292
H 1.5012 -4.3255 -0.4842
C 0.9868 2.7700 3.6896
Si 0.6033 3.2044 1.9068
C -1.1721 3.8418 1.7910
C 1.8309 4.4207 1.2034
O 0.7245 1.8276 0.9995
H 1.0140 3.6955 4.2819
H 1.9674 2.2815 3.7714
H 0.2354 2.1040 4.1282
H -1.2434 4.7651 2.3857
H -1.4749 4.0825 0.7666
H -1.8965 3.1254 2.1964
H 2.8461 3.9937 1.2157
H 1.5891 4.6788 0.1629
H 1.8313 5.3396 1.8011
*
```

The HOMO-LUMO gap (alpha / beta) is 4.9 / 4.9 eV. Its expectation value of S² is 2.019.

natural (NBO) population analysis, charges in e, atoms 1 to 2:
1 W 1.21
2 C -0.28



Record 4
# C4H6O2

A molecular structure, C4H6O2 (the ωB97M-V functional and the def2-TZVPD basis, the Open Molecules 2025 dataset).

ORCA input file:
```
! wB97M-V def2-TZVPD RIJCOSX def2/J DEFGRID3
* xyz 0 1
C -1.2797 0.7209 0.2122
C -0.4300 -0.4739 -0.1536
O -0.2922 -0.6392 -1.5881
C 0.8885 -0.8238 -0.8839
C 1.2792 0.1792 0.0582
O 1.3867 -0.3618 1.2469
H -1.0497 1.0400 1.2319
H -1.1759 1.5529 -0.4918
H -2.3217 0.3827 0.1892
H 0.3011 -0.9655 1.0439
H 1.2308 -1.8480 -0.7426
H 1.4629 1.2366 -0.1223
*
```

The HOMO-LUMO gap is 9.6 eV.

natural (NBO) population analysis, charges in e, atoms 1 to 2:
1 C -0.63
2 C 0.02



Record 5
# C2H4N2O

A single C2H4N2O molecule (the ωB97M-V functional and the def2-TZVPD basis, the Open Molecules 2025 dataset).

ORCA input file:
```
! wB97M-V def2-TZVPD RIJCOSX def2/J DEFGRID3
* xyz 0 1
H -0.7057 -2.4275 0.3651
N -0.6166 -1.5183 -0.0796
C 0.0015 -0.7108 0.6777
N 0.2832 0.5907 0.2882
C 0.0173 1.1230 -0.9601
O 0.3359 2.2526 -1.2527
H 0.3791 -0.9292 1.6844
H 0.7978 1.1991 0.9122
H -0.4925 0.4204 -1.6352
*
```

The HOMO-LUMO gap is 10.8 eV. Its SMILES is [H]/N=C/NC=O.

natural (NBO) population analysis, charges in e, atoms 1 to 2:
1 H 0.35
2 N -0.68



Record 6
# C4H7NO2

A single C4H7NO2 molecule in a non-equilibrium geometry (the ωB97M-V functional and the def2-TZVPD basis, the Open Molecules 2025 dataset).

ORCA input file:
```
! wB97M-V def2-TZVPD RIJCOSX def2/J DEFGRID3
* xyz 0 1
H 0.1299 1.3345 -0.1079
N -0.5626 0.9750 -0.7450
C -0.7968 -0.2522 -0.5311
C -2.2972 -0.0642 -0.1158
O 0.1002 -1.1439 0.0408
C 1.2503 -0.5347 0.6470
C 2.1891 0.1230 -0.3566
O 2.8853 1.0700 -0.0846
H -2.5417 -0.8980 0.5117
H -2.4090 0.8651 0.4916
H -2.9367 0.0716 -0.9855
H 0.9705 0.1954 1.4206
H 1.8034 -1.3389 1.1487
H 2.2069 -0.3639 -1.3509
*
```

The HOMO-LUMO gap is 9.7 eV. Its SMILES is [H]/N=C(/C)OCC=O.

natural (NBO) population analysis, charges in e, atoms 1 to 2:
1 H 0.34
2 N -0.68



Record 7
# C12H7LuN2O5S

A molecular structure, C12H7LuN2O5S in a non-equilibrium geometry (the ωB97M-V functional and the def2-TZVPD basis, the Open Molecules 2025 dataset).

ORCA input file:
```
! wB97M-V def2-TZVPD RIJCOSX def2/J DEFGRID3
* xyz 2 1
O -1.5169 1.9907 -4.3561
C -1.4668 1.7161 -3.2264
Lu -1.0079 0.8320 -1.0599
C -2.6768 1.1942 0.6432
O -3.3553 1.4506 1.5388
C -2.3670 -1.0280 -2.6505
O -1.3204 -1.1755 -1.8638
C 0.7898 0.1958 -2.7023
O 1.4163 -0.4447 -3.4325
C -3.1946 0.1057 -2.4073
O -4.3741 0.2945 -2.2546
H -2.6736 -1.8145 -3.3682
N -1.3302 -2.3302 0.6821
C -0.2414 -1.6472 1.0797
N 0.0412 -0.4365 0.5727
C 1.1428 0.1637 1.2133
C 1.6662 1.4256 0.8920
C 2.7752 1.8571 1.6394
C 3.3914 1.0183 2.5992
C 2.8951 -0.2868 2.8243
C 1.7614 -0.7032 2.1321
S 0.8363 -2.1965 2.3586
H -1.5333 -3.1925 1.1674
H -1.5682 -2.2975 -0.3176
H 1.1520 2.0201 0.1100
H 3.1337 2.8789 1.4867
H 4.2726 1.3773 3.1568
H 3.3526 -0.9676 3.5429
*
```

The HOMO-LUMO gap (alpha / beta) is 5.8 / 6.0 eV.

natural (NBO) population analysis, charges in e, atoms 1 to 2:
1 O -0.31
2 C 0.37



Record 8
# C5H8OSe

A molecular structure, C5H8OSe in a non-equilibrium geometry (the ωB97M-V functional and the def2-TZVPD basis, the Open Molecules 2025 dataset).

ORCA input file:
```
! wB97M-V def2-TZVPD RIJCOSX def2/J DEFGRID3
* xyz 0 1
C -1.8782 2.5279 0.1516
C 0.5660 -1.3848 0.2929
C 1.4845 -0.1627 0.4538
C -0.2764 -0.9924 -0.9468
C -0.8129 1.7302 0.2600
O -2.8043 2.9256 -0.4141
Se -1.7621 0.0785 -0.2665
H 0.8205 0.7090 -0.0360
H 1.0684 -2.3087 0.0449
H 0.0367 -1.4784 1.2485
H 2.0284 -0.3431 1.4292
H 2.1931 -0.4369 -0.3840
H 0.4731 -0.5157 -1.6877
H -0.7366 -1.8593 -1.4392
H -0.4003 1.5107 1.2934
*
```

The HOMO-LUMO gap is 8.2 eV.

natural (NBO) population analysis, charges in e, atoms 1 to 2:
1 C 0.70
2 C -0.42



Record 9
# C16H40Br3N3O3P3S2

2 unconnected molecules or ions with the total composition C16H40Br3N3O3P3S2 in a non-equilibrium geometry (the ωB97M-V functional and the def2-TZVPD basis, the Open Molecules 2025 dataset).

ORCA input file:
```
! wB97M-V def2-TZVPD RIJCOSX def2/J DEFGRID3
* xyz -1 1
C -4.6502 -0.3393 -1.7418
C -4.3596 -1.7952 -1.3829
S -3.0859 -1.8212 -0.1064
C -2.2780 -3.3969 -0.4605
P -0.7632 -3.8191 0.6654
Br -1.0696 -6.2294 0.6061
C -1.7741 -3.8484 2.2560
N -3.1613 -4.2525 2.1407
C -3.6835 -4.6695 3.4333
P 0.6269 -4.1913 -1.1542
N 0.5712 -2.6548 -1.9534
O -0.2995 -5.1026 -2.1917
O 0.7137 -4.1330 1.6606
C 1.3336 -2.9986 2.1088
P 1.0111 -2.6347 3.9021
S 0.9603 -4.1401 5.1449
C 0.9662 -1.9080 1.0736
C 1.2251 -0.4470 1.4859
Br 2.9378 0.1381 0.6966
C 0.1537 0.5722 1.1382
C -1.1594 0.3441 1.8950
Br -0.1602 0.7300 -0.7672
O -0.3498 -2.1279 0.7272
H -4.7940 0.2341 -0.8255
H -5.5432 -0.2494 -2.3579
H -3.7891 0.0987 -2.2428
H -5.2715 -2.2704 -1.0188
H -4.0169 -2.3466 -2.2584
H -3.0140 -4.1958 -0.4214
H -1.9558 -3.3194 -1.5001
H -1.2262 -4.4848 2.9558
H -1.7460 -2.8247 2.6483
H -3.2210 -5.0474 1.5163
H -4.7095 -5.0151 3.3211
H -3.6513 -3.8259 4.1217
H -3.0946 -5.4824 3.8799
H -0.1745 -2.5437 -2.6323
H 1.4456 -2.5564 -2.4543
H -0.8447 -4.5320 -2.7325
H 2.4278 -3.1256 2.0976
H -0.1607 -1.8716 3.9767
H 2.0015 -1.6923 4.2217
H 1.6603 -2.1285 0.2577
H 1.4355 -0.3474 2.5469
H 0.5539 1.5452 1.4108
H -1.5422 1.2953 2.2583
H -0.9953 -0.3148 2.7421
H -1.9009 -0.1068 1.2443
C 1.0250 7.0135 -2.1863
C 1.7328 6.0317 -1.2646
N 1.9826 4.7451 -1.8826
C 2.3975 3.7199 -0.9390
C 3.7421 3.9016 -0.2221
C 2.7029 4.7806 -3.1405
C 4.0970 5.4270 -3.1573
H 0.0972 6.5851 -2.5671
H 0.7824 7.9241 -1.6363
H 1.6455 7.3037 -3.0348
H 1.0944 5.8499 -0.3961
H 2.6496 6.5097 -0.8782
H 2.3938 2.7581 -1.4555
H 1.6105 3.6392 -0.1833
H 4.5884 3.6948 -0.8768
H 3.8022 3.2001 0.6111
H 3.8596 4.9079 0.1840
H 2.0789 5.2990 -3.8728
H 2.7752 3.7535 -3.5056
H 4.1169 6.3644 -2.5990
H 4.3860 5.6529 -4.1861
H 4.8610 4.7713 -2.7430
*
```

The HOMO-LUMO gap is 6.8 eV.

natural (NBO) population analysis, charges in e, atoms 1 to 2:
1 C -0.61
2 C -0.53



Record 10
# CH3NO2S

2 unconnected molecules or ions with the total composition CH3NO2S in a non-equilibrium geometry (the ωB97M-V functional and the def2-TZVPD basis, the Open Molecules 2025 dataset).

ORCA input file:
```
! wB97M-V def2-TZVPD RIJCOSX def2/J DEFGRID3
* xyz 0 1
C -0.7818 -0.5191 0.9428
N -0.0681 -0.0396 0.0555
O 0.8973 0.8566 -2.2695
O 2.2294 -0.7282 -1.1474
S 0.9268 -0.4086 -1.6180
H -1.4179 0.2951 1.3899
H -1.0259 -1.5281 1.1767
H -0.7598 2.0719 1.4699
*
```

The HOMO-LUMO gap (alpha / beta) is 9.4 / 7.9 eV.

natural (NBO) population analysis, charges in e, atoms 1 to 2:
1 C -0.09
2 N -0.34